A molecular structure, C41H51Cl3N9O7SiTl, computed with wB97M-V/def2-TZVPD.

Geometry as XYZ:
```
113
Properties=species:S:1:pos:R:3:forces:R:3:lowdin_charge:R:1
Tl -0.576012 1.054778 -1.214085 -0.157 0.173 0.110 0.956
Cl -2.381314 0.119252 -5.942612 0.061 0.007 -0.006 0.680
Cl 1.820047 1.555216 -2.897187 0.168 0.122 -0.054 0.814
Cl 2.356737 1.281122 -8.261527 -0.051 -0.008 0.053 0.642
Si 2.160370 2.182249 0.855115 -0.011 -0.039 0.017 -0.009
O -3.178837 -4.845552 0.759740 0.165 0.172 -0.205 0.126
O -1.714760 0.618243 1.116169 -0.105 0.070 0.072 -0.027
O 2.713863 3.285630 -0.228818 0.077 -0.020 -0.034 -0.116
O 1.198955 1.149374 0.134895 -0.070 -0.022 -0.006 -0.343
O 1.458422 3.051733 2.078056 -0.026 -0.136 0.111 -0.110
O 3.423604 1.382369 1.563421 0.156 0.136 0.062 -0.108
O -0.985215 0.735363 -3.452513 0.376 -0.071 -0.027 -0.234
N -4.153605 -1.526779 -2.707930 -0.305 -0.235 -0.078 -0.120
N -2.962080 1.715621 2.624416 0.011 0.036 -0.061 0.183
N -4.805858 -5.992053 1.671485 0.065 -0.016 0.188 0.125
N 1.510015 -2.965656 -1.171936 -0.187 0.172 0.174 0.135
N -4.872679 -0.757815 -1.854623 0.347 0.039 -0.055 0.138
N -2.659845 -0.450709 -1.561516 -0.472 0.406 0.143 0.045
N -3.712512 -6.005197 2.537675 -0.193 -0.106 -0.086 0.124
N 0.245089 -1.126347 -1.043678 0.031 -0.047 -0.041 0.031
N 1.253467 -2.633419 0.121827 0.068 -0.148 0.162 -0.110
C -1.522296 2.951052 -0.652938 0.168 -0.203 0.121 -0.190
C 0.886014 -2.025795 -1.838943 -0.060 0.141 -0.078 -0.171
C 2.465178 2.990568 4.272724 0.043 0.001 -0.084 -0.025
C 0.048178 0.743116 -6.940640 -0.074 -0.031 -0.051 -0.142
C -0.528744 -4.353916 1.633128 -0.031 -0.066 -0.098 0.037
C 1.374470 1.125855 -6.829717 -0.017 -0.003 -0.041 -0.683
C -4.813295 -2.578504 -3.474613 0.033 0.014 0.133 -0.065
C 1.134331 1.250460 -4.464161 -0.080 -0.037 0.028 -0.547
C 0.063475 3.563736 3.908602 -0.116 0.038 -0.030 -0.027
C -0.718570 0.621541 -5.798199 0.018 -0.014 0.048 -0.575
C 4.183146 0.121530 -0.389274 -0.153 0.037 0.006 -0.032
C 0.195780 -5.123443 4.196819 0.012 -0.011 0.029 -0.057
C -2.322291 1.633374 1.436914 0.106 -0.144 -0.091 -0.545
C 5.712829 1.639201 0.882299 -0.012 0.115 0.014 -0.021
C 4.854296 -0.451463 1.946130 -0.005 -0.076 0.070 -0.026
C -5.432746 -3.600614 -2.541396 0.132 0.185 0.086 -0.195
C 1.797076 -3.431269 1.213524 -0.180 0.046 -0.053 -0.060
C 2.919212 4.696127 -0.247020 -0.010 0.054 0.101 -0.643
C 4.530545 0.685193 0.987288 -0.141 -0.080 -0.060 -0.641
C 1.925733 1.380415 -5.589102 0.135 0.033 0.005 -0.136
C -6.756720 -3.989082 -2.652727 -0.054 -0.027 -0.065 -0.026
C 1.099911 -4.449633 3.387880 0.052 0.010 0.006 -0.032
C -7.316386 -4.848401 -1.711535 -0.038 -0.012 -0.034 -0.057
C -4.671986 -4.084958 -1.485335 0.065 0.022 0.060 0.032
C 0.748173 -4.073491 2.096546 -0.007 0.071 -0.047 -0.186
C -6.572136 -5.295503 -0.636049 0.002 -0.066 0.048 -0.014
C -2.784958 -5.325303 1.962421 -0.065 -0.004 -0.013 -0.293
C -5.238187 -4.908204 -0.522321 0.068 0.049 -0.015 -0.130
C 0.845681 1.208818 3.568066 0.083 -0.009 -0.194 -0.024
C -1.437398 -5.025482 2.446422 -0.002 0.021 -0.014 -0.130
C 0.507336 -1.532580 0.187035 0.103 -0.111 -0.099 -0.118
C -3.931144 -0.115970 -1.200440 0.028 -0.164 0.115 -0.171
C -2.483251 2.843898 0.524235 0.093 -0.045 -0.024 -0.182
C -1.073327 -5.420015 3.730014 -0.037 -0.012 0.025 -0.015
C -2.848028 -1.325189 -2.523534 0.153 -0.156 -0.010 -0.155
C 3.575412 5.188487 1.042815 -0.028 -0.099 0.049 -0.019
C 1.569364 5.382063 -0.437304 -0.079 -0.041 0.032 -0.028
C 3.824937 4.974857 -1.439038 0.030 -0.040 -0.064 -0.028
C -4.452301 -5.297497 0.648461 0.014 -0.051 0.064 -0.289
C 1.218359 2.689047 3.443647 0.040 -0.066 -0.070 -0.634
C -0.224288 0.870781 -4.495221 -0.152 -0.066 -0.011 -0.484
H 3.985320 6.049435 -1.559961 0.004 -0.063 0.000 0.088
H 2.680117 4.062655 4.259487 -0.007 -0.068 0.002 0.084
H 0.483884 -5.414875 5.199128 -0.013 0.008 -0.037 0.109
H 3.320705 2.457164 3.854844 -0.038 0.012 0.040 0.078
H 0.034773 0.964659 2.874865 0.049 0.027 0.089 0.063
H -4.161274 0.595540 -0.420023 0.025 -0.087 -0.117 0.107
H -2.000869 3.379314 -1.528287 0.001 0.007 -0.007 0.057
H -0.387887 0.535044 -7.908960 0.022 0.017 0.044 0.104
H 1.698983 6.462967 -0.533567 -0.034 -0.040 0.006 0.088
H -3.636194 -3.780447 -1.377949 -0.068 0.022 0.005 0.124
H 4.794663 4.489525 -1.296000 -0.074 0.037 -0.016 0.081
H 2.465308 -2.810508 1.807458 0.019 0.050 0.032 0.113
H 2.395567 -4.200232 0.733903 0.090 -0.042 -0.071 0.137
H -4.050958 -3.032751 -4.104897 0.049 0.013 -0.080 0.134
H -2.875602 0.956704 3.278377 0.030 -0.036 -0.016 0.120
H 2.970651 4.904591 1.906863 0.057 0.073 -0.101 0.068
H 0.897898 -1.963903 -2.917652 -0.014 0.005 0.094 0.127
H 1.708683 0.582308 3.316569 -0.105 0.063 0.049 0.081
H 2.093056 -4.218552 3.760652 -0.061 -0.015 -0.009 0.118
H 5.714619 -1.026955 1.593940 -0.049 0.027 0.034 0.089
H 1.083541 5.005412 -1.342577 0.041 0.032 0.062 0.088
H 3.372044 4.576930 -2.350981 0.030 0.043 0.054 0.081
H -3.515997 2.801501 0.167513 -0.039 0.020 -0.003 0.114
H -0.824203 -4.069482 0.629550 0.034 0.009 0.048 0.125
H 3.669381 6.276549 1.018029 0.025 -0.024 0.002 0.089
H 5.970046 2.031748 1.869819 -0.012 -0.018 -0.065 0.090
H -5.564599 -2.123492 -4.114796 -0.056 0.007 -0.022 0.128
H 4.572783 4.759078 1.160338 -0.020 -0.027 -0.018 0.085
H 3.280442 -0.495924 -0.329734 0.114 0.071 -0.024 0.071
H -0.644935 3.540367 -0.386808 -0.101 0.034 -0.045 0.028
H 0.925443 5.180321 0.425460 0.060 0.023 -0.085 0.080
H 0.319277 4.617120 3.772966 -0.022 -0.046 0.015 0.089
H -0.156510 3.386280 4.965188 -0.003 0.023 -0.065 0.089
H -0.832364 3.345495 3.318519 0.088 0.028 0.075 0.061
H -8.352531 -5.145793 -1.807529 0.014 0.012 0.007 0.108
H -1.793393 -5.946062 4.344399 0.046 0.032 -0.014 0.118
H -2.412128 3.734756 1.154650 -0.048 0.040 -0.001 0.115
H 2.318588 2.676307 5.309882 0.013 0.035 -0.045 0.088
H 0.188875 -1.041768 1.095442 0.042 -0.053 -0.084 0.140
H 2.964039 1.674569 -5.497027 -0.079 -0.014 0.015 0.108
H -7.008478 -5.927842 0.127396 0.017 0.026 -0.051 0.118
H -2.074650 -1.813324 -3.098207 -0.101 0.058 0.008 0.139
H 5.077604 -0.051187 2.938096 -0.020 -0.046 -0.040 0.088
H -3.373810 2.575797 2.937368 -0.009 0.027 -0.019 0.109
H -7.365254 -3.607633 -3.465796 0.026 -0.007 0.050 0.116
H 5.008124 -0.485434 -0.769959 -0.019 0.040 0.005 0.093
H 3.991954 -1.121058 2.027979 0.079 0.060 0.011 0.064
H 0.531016 0.983135 4.590119 0.023 0.000 -0.031 0.089
H 6.585652 1.130896 0.464281 -0.033 0.025 0.031 0.089
H 5.450632 2.476003 0.231738 0.023 -0.013 0.013 0.072
H 3.988733 0.933823 -1.095941 0.023 -0.091 0.044 0.060
```
Forces are in eV/Å.

Summary:
Charge = 0
LUMO energy = -0.2 eV
Relative energy (zero: lowest compared OMol25 entry of this formula, charge and spin) = 0.0 kcal/mol



A gas-phase ion, C2H8N2P (charge +1), computed with wB97M-V/def2-TZVPD.

Geometry as XYZ:
```
13
Properties=species:S:1:pos:R:3:forces:R:3:lowdin_charge:R:1
P 0.265572 2.490305 0.200870 1.719 -0.401 -0.211 0.843
N -0.663901 -0.253621 -1.427942 -0.163 -0.690 -2.195 0.207
N 0.349934 0.681370 0.539339 -0.383 -0.090 -1.019 -0.216
C -0.396896 -1.673276 0.519098 2.881 -0.329 -1.431 0.016
C -0.189608 -0.308007 -0.235660 0.315 -1.518 4.860 -0.402
H 0.721059 0.458452 1.488497 -0.710 -0.322 -1.364 0.124
H 0.514359 -1.878619 1.113728 -0.418 0.154 -0.285 0.100
H -0.901239 -1.197710 -1.878244 0.291 2.350 0.718 0.192
H -0.556240 0.593613 -1.987158 -0.234 -0.525 -0.126 0.132
H -1.189233 -1.709280 1.172844 -1.970 0.977 1.688 0.059
H 1.222436 2.870855 1.236029 -0.867 -0.466 -0.349 -0.077
H -0.599645 -2.619863 -0.029982 0.512 1.027 -0.663 0.105
H 1.423401 2.545781 -0.711419 -0.973 -0.168 0.377 -0.083
```
Forces are in eV/Å.

Summary:
SMILES = C/C(N)=[NH+]/P
Charge = +1
LUMO energy = -3.5 eV
Relative energy (zero: lowest compared OMol25 entry of this formula, charge and spin) = 0.0 kcal/mol



A single C18H17N3O2S molecule, computed with wB97M-V/def2-TZVPD.

Geometry as XYZ:
```
41
Properties=species:S:1:pos:R:3:forces:R:3:lowdin_charge:R:1
S 2.353772 3.927125 0.258225 -0.046 -0.778 -0.120 1.055
O 5.817027 0.548231 -0.375217 0.222 -0.083 0.016 0.097
O 2.700405 -4.004099 0.345462 0.291 -0.334 0.061 0.056
N 1.896058 -1.914798 0.067547 0.012 0.465 -0.031 0.048
N 1.707594 1.434758 0.171574 0.208 -0.702 0.013 0.103
N 4.044488 1.825210 0.069634 0.570 0.507 0.227 0.106
C -3.086109 1.191584 -0.200316 -0.075 -0.285 0.185 -0.158
C -4.276448 1.687841 -0.773486 -0.190 -0.017 -0.050 -0.034
C 0.443005 -3.745716 -0.459064 0.195 -0.216 0.044 0.005
C 0.688627 3.487454 0.305745 0.083 -0.271 0.005 -0.352
C -0.727623 1.405005 0.305907 -0.483 0.072 -0.196 -0.163
C 3.099788 -1.212199 0.429504 0.189 0.065 0.037 -0.169
C 4.614753 0.634681 -0.357496 -0.134 -0.283 -0.240 -0.459
C 3.664913 -0.448179 -0.782556 0.035 -0.240 0.037 -0.084
C 2.736176 2.202020 0.158096 -0.497 1.087 0.089 -0.591
C -5.459557 -0.282796 -0.069215 0.083 -0.243 0.146 -0.080
C -3.111747 -0.072940 0.445990 0.008 0.293 -0.161 -0.166
C -1.920821 -0.564891 1.021931 0.178 -0.009 0.037 -0.022
C -0.761617 0.150344 0.954379 -0.143 -0.123 0.055 -0.032
C -5.435415 0.966868 -0.708619 0.091 0.252 -0.109 -0.080
C 0.536224 2.133493 0.251936 0.058 1.133 -0.017 -0.334
C -1.876696 1.910549 -0.253989 0.369 -0.105 0.147 0.031
C -4.323266 -0.791544 0.495323 -0.213 -0.026 -0.047 -0.034
C 1.797446 -3.264789 0.023176 -0.496 0.065 -0.091 -0.547
H 0.373464 -4.820315 -0.320178 0.013 -0.008 0.012 0.082
H 4.200174 -1.138783 -1.434052 0.027 0.097 0.017 0.130
H 3.816848 -1.955094 0.783223 -0.064 0.126 -0.006 0.128
H 1.124540 -1.344558 -0.243600 -0.030 -0.121 0.015 0.112
H 4.726242 2.548127 0.272929 -0.021 -0.251 -0.048 0.147
H 0.142909 -0.214366 1.416342 0.066 -0.081 0.060 0.104
H 2.876159 -0.507751 1.236017 0.083 -0.138 -0.033 0.111
H 0.331769 -3.518131 -1.517331 -0.054 0.031 -0.084 0.084
H -4.336683 -1.752669 0.989298 -0.018 -0.091 0.043 0.112
H -0.065255 4.240766 0.403109 -0.220 0.131 0.084 0.071
H 2.832187 0.001699 -1.325102 0.081 -0.078 -0.012 0.108
H -0.355994 -3.252365 0.088620 -0.107 0.066 0.011 0.064
H -1.860787 2.864837 -0.760725 0.031 0.093 -0.089 0.121
H -1.945834 -1.519365 1.528969 0.012 -0.085 0.065 0.113
H -4.253322 2.650034 -1.264927 -0.016 0.090 -0.052 0.112
H -6.384760 -0.838313 -0.027690 -0.052 -0.067 0.021 0.103
H -6.342649 1.353041 -1.149382 -0.049 0.058 -0.042 0.103
```
Forces are in eV/Å.

Summary:
SMILES = CC(=O)NCCC(=O)Nc1nc(-c2ccc3ccccc3c2)cs1
Charge = 0
LUMO energy = 0.0 eV
Relative energy (zero: lowest compared OMol25 entry of this formula, charge and spin) = 10.0 kcal/mol



2 unconnected molecules or ions with the total composition C5H15NO, computed with wB97M-V/def2-TZVPD.

Geometry as XYZ:
```
22
Properties=species:S:1:pos:R:3:forces:R:3:lowdin_charge:R:1
O 4.663213 -0.539538 2.175188 -0.924 0.712 -1.081 -0.093
N 1.707042 0.117909 0.645188 0.534 0.054 0.167 -0.025
C -2.146669 0.569679 -2.398222 -0.082 0.110 -0.022 -0.116
C 0.317374 0.639942 0.520080 1.633 -0.562 -0.159 -0.270
C -2.107001 -0.081569 0.063674 0.139 -0.038 0.517 -0.227
C -2.801830 -0.252241 -1.272810 0.728 0.915 -0.502 -0.259
C -0.622311 -0.474494 0.110403 0.221 -0.719 0.274 -0.224
H -2.724181 -1.300893 -1.555315 -0.417 -0.139 -0.018 0.106
H 1.886411 -0.787851 0.253575 -0.660 -0.631 -0.111 0.049
H -1.971004 1.618120 -2.144024 -0.049 -0.051 0.356 0.071
H -2.650977 -0.678579 0.800114 0.055 -0.080 -0.002 0.104
H -2.787141 0.615131 -3.280884 0.098 -0.288 -0.073 0.065
H -2.179196 0.935044 0.465748 -0.165 0.138 -0.401 0.110
H -0.175154 -0.890977 -0.802516 -0.623 0.305 -0.382 0.107
H 2.401194 0.674385 0.175154 -0.111 0.672 -0.054 0.053
H 0.340012 1.400786 -0.260895 -0.437 0.269 0.125 0.108
H 4.199128 0.308254 2.336932 0.388 -0.650 0.226 0.035
H -0.525166 -1.341130 0.773741 0.160 0.292 0.378 0.111
H 4.259895 -0.764719 1.305688 0.513 -0.104 0.923 0.025
H 0.149496 1.082312 1.499005 -0.783 0.146 -0.104 0.106
H -1.179044 0.149919 -2.674531 -0.028 -0.012 -0.125 0.062
H -3.836559 0.073221 -1.189788 -0.190 -0.339 0.068 0.101
```
Forces are in eV/Å.

Summary:
SMILES = CCCCCN.O
Charge = 0
LUMO energy = 0.9 eV
Relative energy (zero: lowest compared OMol25 entry of this formula, charge and spin) = 21.1 kcal/mol



2 unconnected molecules or ions with the total composition C2H2ClO2P, computed with wB97M-V/def2-TZVPD.

Geometry as XYZ:
```
8
Properties=species:S:1:pos:R:3:forces:R:3:mulliken_spin:R:1
Cl 2.457267 -0.064765 -0.489512 0.932 0.008 0.808 0.232
P 0.860402 -0.737890 -1.474077 0.429 -2.457 2.684 1.158
O 0.719757 0.109269 -2.636727 -1.006 2.352 -3.835 0.560
O -2.131073 -0.789087 -0.155696 1.247 1.377 1.822 0.005
C -0.410816 0.352809 1.210666 -3.330 5.265 0.202 0.045
C -1.371030 -0.218593 0.552819 -1.655 -1.785 -2.233 0.006
H 0.397102 -0.146588 1.492938 3.207 -2.090 1.238 -0.004
H -0.521610 1.494844 1.499588 0.178 -2.671 -0.686 -0.002
```
Forces are in eV/Å.

Summary:
Charge = 0
⟨S²⟩ = 2.010
LUMO energy (spin up / spin down) = 0.7 / -3.8 eV
Multiplicity = 3
Relative energy (zero: lowest compared OMol25 entry of this formula, charge and spin) = 19.4 kcal/mol